Molecular formula: C34H84BN6O17
Method: DFT, the ωB97M-V functional and the def2-TZVPD basis

Each line ends with the Mulliken spin population.
Positions of all 142 atoms, in Å:
O -0.6744 -1.5017 1.9806  -0.0038
C -0.7733 -0.7693 1.0044  -0.0158
O -0.2742 0.4193 0.9139  0.0213
B -0.8225 1.1110 -0.2351  -0.1369
O -1.6853 0.1274 -0.8980  0.0059
C -1.7044 -0.9789 -0.2708  -0.0184
O -2.3730 -1.9520 -0.5542  -0.0003
O 0.2761 1.5940 -1.1093  -0.0026
C 0.1661 2.8581 -1.2881  0.4154
O 0.9163 3.5290 -1.9748  0.1237
C -1.0072 3.3449 -0.3994  0.3665
O -1.5320 2.3209 0.2238  0.0505
O -1.2274 4.5302 -0.1546  0.1555
C -7.1943 -1.5102 2.5301  0.0000
C -5.8086 -1.9587 2.8304  0.0002
C -4.6710 -1.1664 2.2137  0.0001
O -4.5170 0.0728 2.9716  -0.0009
C -3.6769 1.0980 2.5078  0.0017
N -5.7405 -2.0265 4.2705  0.0000
H -7.1197 -1.0831 1.5300  0.0000
H -7.6461 -0.8072 3.2299  0.0000
H -7.8142 -2.3959 2.6692  0.0000
H -5.7457 -2.9777 2.4488  -0.0001
H -4.9494 -0.8903 1.1967  0.0002
H -3.6926 -1.6465 2.1957  -0.0002
H -3.8827 2.0941 2.8996  0.0007
H -3.7338 1.1313 1.4198  0.0015
H -2.6238 0.8541 2.6474  -0.0008
H -5.8124 -1.0327 4.4361  0.0000
H -4.7561 -2.2420 4.3379  0.0000
C 3.5454 3.5177 -4.5815  -0.0015
C 2.6195 2.3870 -4.9207  0.0048
C 3.2754 1.4510 -6.0374  -0.0002
O 3.7628 2.2185 -7.1464  -0.0001
C 2.8218 2.7432 -8.0073  0.0000
N 2.3835 1.6204 -3.7144  -0.0062
H 3.3364 4.0363 -3.6458  0.0008
H 3.6473 4.1677 -5.4505  0.0006
H 4.5310 3.1585 -4.2854  0.0004
H 1.6802 2.7949 -5.2942  0.0046
H 2.6967 0.6254 -6.4514  0.0001
H 4.1373 1.0045 -5.5416  0.0000
H 3.4633 3.1838 -8.7704  0.0000
H 2.2835 3.5534 -7.5154  0.0001
H 2.0781 2.0058 -8.3095  0.0000
H 2.0042 2.3053 -3.0763  -0.0121
H 3.2025 1.3443 -3.1918  -0.0016
C -1.0158 5.0636 3.1889  -0.0050
C 0.3597 4.4411 3.2113  -0.0085
C 1.2216 5.1053 4.2767  0.0003
O 2.5407 4.4643 4.4663  0.0002
C 3.3887 4.4346 3.3457  -0.0019
N -0.0170 3.0718 3.5100  -0.0013
H -1.0036 6.1535 3.1995  -0.0011
H -1.6834 4.8706 4.0287  -0.0005
H -1.6014 4.6041 2.3926  -0.0009
H 0.8394 4.5164 2.2354  0.0139
H 0.8064 5.0054 5.2795  -0.0002
H 1.3937 6.1528 4.0294  0.0000
H 3.6840 5.4490 3.0776  0.0002
H 2.8965 3.9755 2.4884  0.0037
H 4.2437 3.7867 3.5389  0.0000
H -0.0094 2.6861 2.5766  0.0094
H 0.7782 2.7305 4.0308  -0.0002
C 3.7216 1.8226 0.2206  -0.0036
C 3.6476 0.4881 0.8480  -0.0002
C 3.3339 -0.7114 -0.0729  0.0018
O 4.1495 -0.7521 -1.2484  -0.0003
C 3.9887 -1.7929 -2.1957  -0.0003
N 4.9862 0.3768 1.3675  0.0001
H 2.7466 2.1248 -0.1616  0.0170
H 4.3125 1.8288 -0.6953  -0.0003
H 4.0779 2.6639 0.8151  -0.0008
H 2.8828 0.4999 1.6246  -0.0016
H 2.3551 -0.4801 -0.4931  -0.0017
H 3.3357 -1.6626 0.4594  -0.0005
H 3.1469 -1.7729 -2.8878  0.0002
H 4.0893 -2.8074 -1.8100  0.0000
H 4.8112 -1.6528 -2.8971  0.0000
H 5.4929 0.7017 0.5565  0.0001
H 5.2297 -0.6018 1.3111  -0.0001
C -2.4650 -4.1957 3.2266  0.0003
C -2.3295 -3.5783 4.5838  -0.0001
C -1.0683 -3.8602 5.3422  -0.0001
O -0.9148 -3.1198 6.5903  0.0000
C 0.3571 -3.4032 7.1710  0.0000
N -2.5399 -2.1849 4.3128  0.0002
H -1.5600 -3.9645 2.6647  -0.0002
H -3.2741 -3.8807 2.5677  0.0000
H -2.4755 -5.2724 3.3957  0.0000
H -3.1233 -3.9154 5.2504  -0.0001
H -0.2930 -3.5294 4.6512  0.0000
H -1.0032 -4.9353 5.5090  0.0000
H 1.1790 -2.9510 6.6160  0.0000
H 0.6221 -4.4230 7.4499  0.0000
H 0.5174 -2.9812 8.1631  0.0000
H -1.9245 -1.8062 3.6072  0.0000
H -2.3820 -1.6050 5.1245  0.0000
C 1.1839 -4.5113 0.4358  0.0002
C 0.8181 -5.2749 -0.8628  0.0001
C 0.9329 -4.3934 -2.1082  -0.0001
O 0.5459 -5.1988 -3.2156  0.0000
C 0.3423 -4.4658 -4.4980  -0.0001
N 1.4664 -6.5416 -0.9756  0.0000
H 2.0494 -3.8804 0.2331  0.0000
H 1.2728 -5.1404 1.3214  0.0000
H 0.3190 -3.8500 0.4876  -0.0002
H -0.2340 -5.4992 -0.6874  0.0000
H 1.9070 -3.9326 -2.2721  -0.0001
H 0.3211 -3.4916 -2.0844  0.0003
H 0.1157 -5.1584 -5.3087  0.0000
H 1.2470 -3.8799 -4.6601  0.0000
H -0.5590 -3.8621 -4.6045  -0.0001
H 1.4447 -7.0302 -1.8593  0.0000
H 0.9660 -7.1585 -0.3518  0.0000
C -2.8745 -4.8604 -2.0300  -0.0001
C -4.2298 -4.4862 -1.4535  0.0000
O -4.0571 -4.2188 -0.1176  0.0000
H -2.4454 -5.8257 -1.7613  0.0000
H -2.1352 -4.0694 -1.9036  0.0001
H -2.9304 -4.8792 -3.1184  0.0000
H -4.8363 -5.3786 -1.6078  0.0000
H -4.6343 -3.6031 -1.9483  0.0000
H -3.4321 -3.4968 -0.0185  -0.0001
C -1.2931 0.7479 -4.0794  0.0361
C -0.5759 -0.5662 -4.0540  -0.0149
O 0.5493 -0.4629 -4.8349  -0.0004
H -2.0636 0.8243 -3.3122  -0.0096
H -1.8695 1.0114 -4.9662  0.0015
H -0.6326 1.6047 -3.9464  -0.0010
H -1.1623 -1.4054 -4.4281  0.0004
H -0.2661 -0.8655 -3.0528  0.0086
H 1.1802 0.0432 -4.3178  -0.0003
C 1.7640 8.2454 -0.6233  0.0000
C 0.8611 6.9730 -0.5077  0.0034
O 1.7548 5.8548 -0.6213  0.0016
H 2.4728 8.2565 -1.4513  0.0001
H 2.1875 8.5572 0.3314  0.0000
H 1.0007 8.9881 -0.8552  0.0001
H 0.1285 6.7685 -1.2885  -0.0002
H 0.3727 6.9248 0.4655  -0.0049
H 1.2056 5.1462 -0.9646  0.0081

Computed properties:
- Multiplicity: 2
- E_HOMO (spin up / spin down): 1.01 / -3.13 eV
- Net charge: -2
- Frontier orbital gap (spin up / spin down): 2.94 / 7.08 eV
- Maximum force: 6.8 eV/Å
- Lowest unoccupied orbital energy (spin up / spin down): 3.95 / 3.95 eV